# 1
{"formula": "C8H18N2", "method": "ωB97M-V/def2-TZVPD", "symbols": ["C", "C", "N", "C", "C", "C", "C", "N", "C", "C", "H", "H", "H", "H", "H", "H", "H", "H", "H", "H", "H", "H", "H", "H", "H", "H", "H", "H"], "positions_angstrom": [[-1.2162, -2.1729, -0.0533], [-0.4682, -0.9204, 0.1001], [0.9560, -1.0322, 0.4306], [1.9670, -0.0306, 0.4583], [2.8828, -0.4184, -0.7414], [1.2150, 1.2992, 0.2635], [-0.1281, 1.2866, 0.8869], [-1.0208, 0.3929, 0.0654], [-2.3824, 0.3533, 0.7468], [-1.1705, 0.9736, -1.2813], [-2.2338, -1.9821, -0.3916], [-1.1671, -2.6988, 0.9366], [-0.8747, -2.7720, -0.8630], [1.2412, -2.0200, 0.4370], [2.4859, -0.0798, 1.3464], [2.2744, -0.9239, -1.5835], [3.7600, -1.1096, -0.5532], [3.3044, 0.4845, -1.2108], [1.1900, 1.7216, -0.8549], [1.8542, 2.0528, 0.8426], [-0.0303, 0.6538, 1.8170], [-0.6412, 2.2798, 1.1588], [-2.2847, -0.3688, 1.6863], [-2.6743, 1.3635, 1.2027], [-3.3166, 0.1668, 0.1353], [-0.4733, 0.4872, -2.0228], [-2.1710, 0.9943, -1.7471], [-0.8779, 2.0194, -1.2112]], "forces_ev_per_a": [[-1.0, 0.5, 0.7], [7.5, -1.4, 1.3], [-7.8, -1.5, -1.4], [-0.9, 0.6, -3.7], [0.5, -0.6, -1.7], [2.5, 2.9, -1.1], [-0.2, -0.2, 2.5], [-2.2, 0.7, 0.6], [-2.0, 0.0, 3.2], [0.7, 0.5, -3.2], [-0.2, 0.1, 0.6], [-0.3, 0.1, -1.0], [1.1, -0.7, -0.5], [0.0, 0.4, 0.1], [1.1, -0.1, 2.2], [0.8, 0.8, 1.3], [-1.2, 0.8, 0.3], [-0.1, -0.2, 0.4], [0.3, -1.2, 2.4], [-1.0, -0.7, -0.9], [-0.3, 1.3, -0.3], [0.8, -1.6, -0.9], [-0.4, 1.4, -2.1], [1.1, -1.1, -0.7], [1.7, -0.5, 0.1], [-0.7, 0.4, 0.9], [0.2, -0.6, 0.8], [0.0, 0.0, 0.0]], "e_above_lowest_ev": 3.345, "gap_ha": 0.361, "smiles": "CC1=[NH+][C@@H](C)CC[N+]1(C)C", "e_lumo_ev": -9.71, "charge": 2, "homo_energy_ha": -0.7174, "fmax_ev_per_a": 8.06}

---

# 2
{"formula": "C11H17AuO", "method": "ωB97M-V/def2-TZVPD", "symbols": ["Au", "C", "C", "C", "C", "C", "C", "C", "C", "C", "C", "H", "H", "H", "H", "H", "H", "H", "H", "H", "H", "H", "H", "H", "H", "C", "O", "H", "H", "H"], "positions_angstrom": [[-0.4422, 0.8139, 1.8475], [-1.7065, -1.7686, -2.2723], [-0.7418, -1.8377, -1.0442], [0.2853, -2.9510, -1.2090], [-0.1836, -0.4898, -0.8377], [1.1091, -0.1170, -1.2728], [1.5663, 1.1747, -1.1548], [0.7650, 2.2019, -0.6069], [1.2032, 3.6060, -0.5897], [-0.5520, 1.8496, -0.1094], [-1.0211, 0.5330, -0.2305], [-2.1671, -2.7483, -2.3823], [-1.1488, -1.5373, -3.1799], [-2.4953, -1.0284, -2.1415], [-1.3917, -2.0613, -0.1870], [0.8110, -2.8937, -2.1647], [-0.2242, -3.9123, -1.1951], [1.0287, -2.9454, -0.4107], [1.7481, -0.8637, -1.7265], [2.5578, 1.4210, -1.5154], [1.2421, 3.9878, 0.4392], [0.4581, 4.2394, -1.0868], [2.1716, 3.7495, -1.0592], [-1.2523, 2.6541, 0.0948], [-2.0857, 0.3325, -0.1459], [0.0540, -0.3407, 4.8282], [-0.0159, 0.5624, 3.8219], [-0.2299, 0.1601, 5.7745], [1.1332, -0.5143, 5.0470], [-0.4753, -1.2764, 4.6691]], "forces_ev_per_a": [[0.1, -0.1, 0.0], [0.1, 0.2, -0.1], [-0.1, -0.2, 0.2], [0.1, 0.0, -0.1], [0.0, 0.0, 0.0], [0.1, 0.1, 0.0], [0.0, -0.1, 0.0], [0.1, -0.1, 0.1], [0.0, 0.1, 0.1], [-0.2, -0.1, -0.1], [-0.1, 0.2, -0.3], [0.0, 0.0, 0.0], [0.0, 0.0, 0.0], [0.0, 0.0, 0.0], [0.0, 0.1, 0.0], [-0.1, 0.1, 0.0], [0.0, 0.0, 0.0], [0.0, 0.0, 0.0], [0.0, 0.0, 0.0], [0.0, 0.1, 0.0], [0.0, -0.1, 0.0], [0.0, 0.0, 0.0], [0.0, 0.0, 0.0], [0.0, 0.0, 0.0], [0.0, 0.0, 0.0], [-0.2, -0.3, 0.4], [0.3, 0.3, 0.1], [-0.1, 0.1, -0.1], [0.0, 0.0, -0.2], [0.0, 0.0, -0.1]], "s_squared": 2.02, "gap_ha": [0.335, 0.266], "e_lumo_ev": [-8.10, -11.21], "multiplicity": 3, "charge": 2, "homo_energy_ha": [-0.6329, -0.6776], "fmax_ev_per_a": 0.55}

---

# 3
{"formula": "C5H16NO", "method": "ωB97M-V/def2-TZVPD", "symbols": ["C", "C", "C", "C", "C", "N", "H", "H", "H", "H", "H", "H", "H", "H", "H", "H", "H", "H", "H", "H", "H", "H", "O"], "positions_angstrom": [[1.5835, -1.1740, 1.4752], [0.4799, -0.4741, 0.6644], [0.8254, 0.8123, -0.1070], [-0.3127, 1.7845, -0.4593], [-1.2838, 1.2607, -1.4697], [-0.6336, -0.0258, 1.7278], [2.5153, -0.8383, 1.0441], [1.5922, -0.8898, 2.5165], [1.5765, -2.2442, 1.4105], [-0.0903, -1.1837, 0.0774], [1.2479, 0.4977, -1.0562], [1.6562, 1.2854, 0.4267], [0.2579, 2.6295, -0.8015], [-0.8232, 2.1295, 0.4401], [-1.1669, 0.2074, -1.7170], [-1.2848, 1.6805, -2.4820], [-2.3510, 1.2345, -1.1872], [-1.5464, -0.4324, 1.5349], [-0.3090, -0.2512, 2.6552], [-0.7573, 0.9882, 1.7551], [-1.1319, -2.4077, -2.4231], [0.3649, -2.5670, -2.1089], [-0.4090, -2.0219, -1.9160]], "forces_ev_per_a": [[0.1, 0.9, -1.0], [-1.5, 0.4, 1.1], [0.4, -0.9, 0.2], [0.9, -0.2, 0.6], [-1.8, -1.2, -1.3], [0.5, 0.2, -0.3], [0.5, 0.0, 0.0], [0.0, 0.2, 0.3], [-0.3, -0.5, -0.1], [0.2, 0.0, -0.4], [0.2, -0.2, -0.2], [-0.2, 0.3, 0.0], [-0.2, 0.7, -0.3], [-0.1, 0.3, 0.0], [0.7, -0.3, 0.3], [0.3, 0.6, 0.4], [0.4, 0.7, 0.3], [0.0, -0.1, 0.1], [-0.2, -0.5, 0.4], [0.0, 0.0, -0.4], [0.1, 0.0, 0.0], [-0.2, 0.0, -0.1], [0.1, -0.1, 0.1]], "e_above_lowest_ev": 1.048, "gap_ha": 0.434, "e_lumo_ev": -3.18, "charge": 1, "homo_energy_ha": -0.5510, "fmax_ev_per_a": 2.53}

---

# 4
{"formula": "BeFH16O8", "method": "ωB97M-V/def2-TZVPD", "symbols": ["Be", "F", "O", "H", "H", "O", "H", "H", "O", "H", "H", "O", "H", "H", "O", "H", "H", "O", "H", "H", "O", "H", "H", "O", "H", "H"], "positions_angstrom": [[-0.6818, 0.4843, 0.8366], [0.2051, -0.1131, -0.2357], [-1.2709, -0.7070, 2.0597], [-1.6640, -1.4546, 1.5866], [-0.7701, -1.0239, 2.7764], [1.8899, -0.4792, 1.9477], [2.7325, -0.8491, 1.7515], [1.8964, 0.0893, 2.7034], [0.7748, 0.3879, -2.6896], [-0.0865, 0.1400, -3.0631], [0.7083, 0.0273, -1.8012], [0.1971, 1.6583, 1.6698], [-0.3262, 2.2879, 2.2057], [1.1391, 1.9334, 1.6198], [-2.0825, 1.1685, 0.1785], [-2.5727, 0.6784, -0.5340], [-2.4959, 2.0635, 0.0485], [-0.6573, -2.5826, -2.2059], [-0.3852, -1.9156, -1.5637], [-1.6487, -2.4609, -2.3390], [0.3850, 2.5577, -1.1314], [0.6961, 1.8410, -1.6772], [-0.0454, 3.2426, -1.6308], [1.3270, -2.6116, 0.0876], [1.2463, -1.6589, 0.2645], [1.4896, -2.7037, -0.8647]], "forces_ev_per_a": [[1.7, -0.2, -0.6], [-1.4, 0.0, 1.2], [-1.3, 1.5, -2.6], [0.1, -0.2, 0.3], [1.3, -0.8, 1.4], [-1.7, 0.2, -0.5], [1.2, -0.4, 0.2], [0.8, 0.1, 0.7], [-0.4, -0.1, -0.6], [0.5, 0.1, -0.2], [0.2, -0.2, 0.2], [-0.8, 0.4, 0.9], [0.8, -0.2, -0.3], [-0.9, -0.3, -0.5], [-2.0, 0.3, -1.3], [0.9, 0.1, 0.9], [1.2, -0.7, 0.7], [-2.0, 0.4, -0.4], [-0.2, -0.1, 0.1], [2.0, -0.3, 0.3], [-0.3, 0.8, 2.0], [0.0, -0.3, -1.3], [0.2, 0.1, -0.7], [0.1, 0.3, -0.1], [0.1, -0.4, -0.3], [0.0, 0.0, 0.4]], "e_above_lowest_ev": 0.559, "gap_ha": 0.353, "e_lumo_ev": -4.10, "charge": 1, "homo_energy_ha": -0.5036, "fmax_ev_per_a": 3.22}

---

# 5
{"formula": "C45H55BeN2O4S2SbSi3Te", "method": "ωB97M-V/def2-TZVPD", "symbols": ["Be", "C", "C", "C", "C", "C", "O", "C", "C", "C", "C", "C", "C", "C", "O", "C", "C", "C", "N", "C", "C", "Te", "C", "C", "C", "C", "C", "C", "C", "C", "C", "C", "C", "C", "H", "H", "H", "H", "H", "H", "H", "H", "H", "H", "H", "H", "H", "H", "H", "H", "H", "H", "H", "H", "H", "H", "H", "H", "O", "S", "O", "N", "C", "S", "C", "C", "C", "C", "C", "C", "H", "H", "H", "H", "C", "Si", "C", "C", "Sb", "Si", "C", "C", "C", "Si", "C", "C", "C", "H", "H", "H", "H", "H", "H", "H", "H", "H", "H", "H", "H", "H", "H", "H", "H", "H", "H", "H", "H", "H", "H", "H", "H", "H", "H", "H"], "positions_angstrom": [[12.3382, 13.4887, 12.3661], [13.1088, 7.1650, 10.7178], [12.6562, 8.5927, 11.0329], [11.3120, 8.9183, 11.0766], [10.8758, 10.1906, 11.3173], [9.4105, 10.4259, 11.4520], [8.9336, 10.9259, 12.4689], [8.4284, 9.9870, 10.3930], [7.1032, 9.8093, 10.7986], [6.1498, 9.5499, 9.8263], [6.5193, 9.2645, 8.5229], [7.8940, 9.2460, 8.1522], [8.8289, 9.6687, 9.0750], [11.7813, 11.2201, 11.6308], [11.3116, 12.4166, 11.9264], [13.1572, 10.9067, 11.4952], [13.5636, 9.5930, 11.2492], [14.2176, 11.8654, 11.7000], [13.9465, 13.1099, 11.9016], [14.9498, 14.1578, 12.0062], [15.6318, 14.4987, 10.6885], [14.4137, 15.5625, 9.2969], [13.6389, 13.7890, 8.4993], [12.3230, 13.3987, 8.7671], [11.8551, 12.1748, 8.3001], [12.6651, 11.3238, 7.5834], [13.9861, 11.6978, 7.3300], [14.4702, 12.9374, 7.7870], [15.6361, 11.4913, 11.4667], [16.5384, 11.5274, 12.4837], [17.8622, 11.2415, 12.3510], [18.3431, 11.0183, 11.0805], [17.4582, 10.9335, 10.0273], [16.0847, 11.1051, 10.1740], [14.1494, 7.0173, 10.9694], [13.0874, 6.9899, 9.6685], [12.4909, 6.3824, 11.1947], [10.5991, 8.1375, 10.8452], [6.8321, 9.9028, 11.8535], [5.0812, 9.5211, 10.1158], [5.7237, 9.0507, 7.8226], [8.1847, 8.8776, 7.1784], [9.8503, 9.8107, 8.7124], [14.6076, 9.3505, 11.2203], [15.7370, 13.8658, 12.7020], [14.3859, 15.0279, 12.3711], [16.0489, 13.6230, 10.1659], [16.4965, 15.1811, 10.8429], [11.6820, 14.0481, 9.3635], [10.8751, 11.8361, 8.6026], [12.2911, 10.3869, 7.2256], [14.6560, 11.0964, 6.7724], [15.5033, 13.2369, 7.6335], [16.2051, 11.7106, 13.4649], [18.4324, 11.1596, 13.2464], [19.3379, 10.6701, 10.8800], [17.8297, 10.6205, 9.0922], [15.4092, 10.9501, 9.3455], [8.0486, 16.0321, 15.1290], [8.1412, 15.5645, 13.7657], [7.1985, 14.6262, 13.2463], [9.6531, 14.9519, 13.4683], [10.2760, 15.7561, 12.6672], [11.8976, 15.4879, 12.1143], [9.5834, 17.0267, 12.2601], [10.0604, 18.0126, 11.4205], [9.2111, 19.0705, 11.1902], [7.9043, 19.1034, 11.6765], [7.4422, 18.0685, 12.4745], [8.3139, 17.0289, 12.7801], [11.0037, 17.9212, 10.9834], [9.5396, 19.9096, 10.5974], [7.2741, 20.0018, 11.4881], [6.3662, 18.1172, 12.7815], [11.0619, 10.1985, 15.5781], [10.8392, 12.0019, 16.2711], [9.1356, 12.5968, 15.7095], [11.0998, 12.0820, 18.1565], [12.6912, 13.1769, 15.2082], [14.6669, 11.7932, 16.0272], [14.5963, 10.9704, 17.7091], [16.1223, 12.9986, 15.8840], [14.7512, 10.2757, 14.8649], [12.8737, 15.3349, 16.5134], [11.0547, 15.9147, 16.8413], [13.7751, 15.1494, 18.1391], [13.7793, 16.6586, 15.5936], [10.5561, 9.4161, 16.1778], [12.1175, 9.9660, 15.5454], [10.6695, 10.1402, 14.5446], [8.3701, 11.9904, 16.2098], [9.1308, 12.3496, 14.6484], [8.9502, 13.6189, 15.8264], [10.1965, 11.6672, 18.6799], [11.3146, 13.0184, 18.5823], [11.9244, 11.3769, 18.3497], [14.2751, 11.6637, 18.4788], [15.5320, 10.6035, 18.0194], [13.9027, 10.1050, 17.7216], [16.1062, 13.7823, 16.6277], [16.0159, 13.5446, 14.9442], [17.0819, 12.5368, 15.8730], [15.6308, 9.6376, 14.9528], [14.5867, 10.5454, 13.7922], [13.9041, 9.6253, 15.0862], [10.5509, 15.2889, 17.5756], [10.4806, 15.9020, 15.9213], [11.1154, 16.9207, 17.2442], [13.6431, 14.1740, 18.5796], [13.3437, 15.8972, 18.8557], [14.8353, 15.3225, 17.9954], [13.3115, 16.8499, 14.6111], [14.8616, 16.5338, 15.4524], [13.6499, 17.5885, 16.2097]], "forces_ev_per_a": [[-0.2, 0.0, -0.1], [-0.4, 0.4, 0.7], [0.6, -1.3, 0.0], [-0.1, -0.4, -0.7], [-0.6, 0.2, 0.4], [-1.5, 0.6, 1.2], [1.0, -0.5, -0.9], [0.8, -0.6, -0.1], [0.3, 0.3, -0.2], [-0.8, -0.3, 0.4], [0.9, -0.1, -0.1], [-1.6, 0.0, 0.4], [-0.1, 0.4, 0.2], [-0.2, 0.7, -0.4], [1.0, -0.4, 0.1], [0.3, -0.2, 0.7], [-0.5, -0.3, -0.1], [0.1, 0.8, -1.1], [-1.1, 0.1, 0.7], [0.3, 0.2, -0.2], [0.8, 0.5, -0.3], [0.1, 0.1, -0.2], [-0.5, -0.3, 0.1], [0.1, 0.2, -0.1], [-0.3, 0.2, 0.7], [1.0, 0.3, -0.2], [-0.3, 1.3, 0.5], [-0.3, -0.6, -0.1], [-0.3, -0.7, -2.0], [-0.2, 0.2, 0.8], [0.5, 0.0, -0.7], [0.2, -0.8, 0.1], [-1.1, 0.0, 0.0], [0.5, 0.4, 1.3], [0.3, 0.0, 0.5], [-0.3, -0.1, -1.1], [0.3, 0.5, -0.1], [-0.2, 0.0, 0.1], [0.2, 0.2, -0.5], [0.8, 0.0, -0.3], [0.2, -0.2, -0.2], [0.0, 0.3, -0.1], [-0.1, -0.2, 0.5], [0.3, 0.0, 0.0], [-0.2, 0.2, 0.3], [0.6, -0.1, 0.1], [-0.3, 0.4, 0.3], [-0.6, -0.4, 0.2], [0.1, -0.2, -0.1], [-0.2, 0.2, -0.2], [-0.1, -0.4, -0.1], [0.4, -0.7, -0.5], [-0.1, -0.2, -0.2], [-0.5, 0.4, 0.9], [0.7, 0.1, 0.3], [0.5, 0.3, 0.2], [0.4, -0.2, -1.1], [-0.1, 0.1, 0.1], [-0.1, -0.5, -0.3], [-0.1, 0.3, 0.6], [-0.4, 0.2, 0.0], [0.2, 0.7, -0.4], [0.8, -0.3, 0.4], [-0.3, 0.3, -0.1], [0.4, -1.2, 0.0], [-1.4, -0.1, 0.8], [-0.3, 0.7, -0.4], [0.1, 0.6, 0.2], [-1.6, 0.0, 0.3], [-0.5, 0.6, -0.5], [1.4, 0.0, -0.5], [0.1, 0.1, -0.2], [0.5, -1.0, 0.0], [1.2, -0.4, 0.0], [-0.6, 0.5, 0.4], [-1.4, -1.0, 0.5], [1.0, -1.9, -0.1], [-1.0, -2.4, -0.5], [0.8, 0.5, -1.0], [0.2, -0.6, -0.2], [-1.6, 0.3, -0.1], [-0.9, 0.2, -0.6], [-0.5, 0.5, -0.9], [-1.1, 0.1, 0.5], [1.3, -0.5, -0.2], [-0.6, 0.6, 0.5], [-0.1, 1.2, -0.3], [0.2, 0.4, -0.2], [0.2, -0.2, 0.0], [0.1, 0.2, 0.4], [0.1, 0.2, 0.0], [-0.3, 0.1, -0.2], [-0.3, 1.5, 0.3], [0.7, 0.3, -0.4], [0.4, 1.3, 0.4], [-0.2, 0.3, 0.2], [-0.1, 0.1, 0.2], [1.5, -0.5, 0.2], [0.2, 0.5, -0.1], [-0.1, 0.0, 0.5], [0.0, -0.1, -0.2], [0.9, -0.5, 0.1], [0.3, 0.2, 0.0], [0.3, -0.3, 0.9], [0.0, 0.0, 0.2], [0.0, -0.1, 0.0], [-0.2, 0.1, -0.1], [-0.1, 0.3, 0.0], [-0.1, -0.4, 0.2], [0.6, -0.5, -0.5], [0.2, 0.1, 0.1], [0.2, 0.0, 0.3], [-0.3, -0.2, 0.1], [0.1, -0.6, -0.5]], "e_above_lowest_ev": 0.012, "gap_ha": 0.270, "e_lumo_ev": -0.34, "homo_energy_ha": -0.2829, "fmax_ev_per_a": 2.62}